101
Properties=species:S:1:pos:R:3:mulliken_charge:R:1 method="wB97M-V/def2-TZVPD" total_energy_ev=-177033.94866 charge=-2 orbital_gap_ev=6.32
I 3.773 6.634 0.777 -0.06
Ge -2.977 -1.538 0.614 2.33
Cl 2.271 -3.225 1.668 -0.26
Cl 1.494 -0.941 6.496 -0.34
S 4.164 1.762 0.411 0.92
Mg 1.210 1.429 -0.510 3.18
O 1.612 -0.495 0.617 -1.13
O 0.264 -1.508 -1.385 -0.28
O -0.730 1.427 -0.446 0.11
O -2.530 2.773 -0.489 -0.86
O 1.556 3.211 -3.578 -0.70
O 1.323 3.370 -0.301 -0.49
O 4.152 3.188 0.605 -0.66
O 4.006 0.990 1.618 -0.62
O 3.628 0.055 -2.799 -0.70
N 0.645 -0.308 -1.931 0.22
N 3.265 1.241 -0.836 -0.15
N 0.974 1.653 2.044 0.40
N 1.163 2.067 -2.972 0.75
N 2.279 4.837 -1.732 -0.59
C 0.601 2.768 4.113 -1.63
C 0.740 1.312 -5.262 -1.92
C -0.684 -5.611 -0.244 -0.51
C 0.776 1.148 -3.769 0.27
C 8.079 1.022 -0.569 -0.55
C 0.963 1.656 4.822 -1.13
C -5.625 -1.724 3.944 -0.69
C 0.360 -0.145 -3.158 0.80
C 7.839 0.366 -1.778 -0.47
C 1.299 0.469 4.136 0.34
C -1.377 -4.984 -1.273 -0.49
C 1.319 0.538 2.726 0.10
C -5.601 -0.252 -2.467 -0.65
C -3.737 -0.829 -1.036 -0.72
C -3.355 0.261 -3.163 -0.62
C 5.500 0.673 -1.475 -0.19
C -5.361 -3.029 1.513 -0.41
C -2.381 1.214 1.291 -1.32
C 2.014 5.420 0.660 -1.20
C 0.592 2.712 2.708 -0.99
C -4.722 0.276 -3.406 -0.80
C 1.898 -1.789 2.588 0.68
C -0.670 -5.045 1.026 -0.54
C 1.578 -0.778 4.747 0.56
C -1.350 -3.856 1.264 -0.44
C -2.051 -3.217 0.240 -0.13
C 1.863 -1.876 3.988 -0.77
C 1.917 4.468 -0.540 0.31
C -4.453 -2.016 1.837 -0.03
C -5.109 -0.797 -1.286 -0.73
C 1.641 -0.608 1.891 -0.51
C -6.520 -2.731 3.602 -0.41
C 7.024 1.508 0.194 -0.67
C -4.605 -1.369 3.065 -0.53
C 5.744 1.319 -0.285 0.04
C 6.541 0.187 -2.241 -0.47
C -1.857 -0.220 1.509 0.95
C -2.055 -3.794 -1.030 -0.25
C -1.829 1.888 0.013 0.44
C -0.322 -1.191 -3.989 -1.81
C 4.027 0.606 -1.790 0.33
C -2.863 -0.287 -1.985 0.77
C -6.389 -3.381 2.380 -0.74
H -6.669 -0.226 -2.649 0.36
H 1.193 6.128 0.613 0.59
H -5.105 0.710 -4.322 0.36
H 1.409 2.120 -5.542 0.50
H -5.800 -1.190 -0.546 0.39
H 2.052 -2.833 4.459 0.46
H -7.088 -4.164 2.106 0.37
H -3.467 1.268 1.210 0.41
H 0.396 -1.653 -4.672 0.54
H 0.238 3.548 2.112 1.23
H -0.728 -1.963 -3.341 0.10
H 6.335 -0.319 -3.177 0.47
H -0.152 -6.538 -0.432 0.35
H 0.317 3.681 4.619 0.43
H 1.045 0.391 -5.764 0.37
H 0.717 -1.450 -0.505 0.35
H -7.315 -3.009 4.285 0.35
H 1.985 4.855 1.580 0.19
H -1.770 -0.475 2.569 0.89
H -3.917 -0.575 3.341 0.20
H -2.587 -3.301 -1.839 0.33
H -5.256 -3.553 0.566 0.42
H -1.383 -5.419 -2.267 0.37
H -0.858 -0.293 1.077 -1.46
H -1.324 -3.415 2.257 0.31
H 8.675 -0.011 -2.358 0.37
H 0.982 1.667 5.904 0.43
H 2.726 5.740 -1.755 0.09
H 1.892 3.824 -2.831 0.45
H -0.114 -5.520 1.827 0.41
H -2.088 1.850 2.129 0.59
H 7.199 2.025 1.132 0.47
H -5.721 -1.213 4.896 0.38
H -0.271 1.573 -5.599 0.23
H -1.129 -0.757 -4.582 0.34
H -1.793 -0.261 -1.783 0.15
H 9.096 1.156 -0.223 0.38
H -2.668 0.699 -3.879 0.48